A cluster of 2 separate species, H4NPS2 in total. Source: OMol25; level of theory: ωB97M-V/def2-TZVPD.

* energy above the lowest of the compared OMol25 structures with the same formula, charge and spin: 29.9 kcal/mol
* largest force on an atom: 1.9 eV/Å
* SMILES: [H]/N=P/S.S
* net charge: 0
* orbital gap: 9.256 eV
* HOMO energy: -9.62 eV
* E: -32513.556 eV

Positions of all 8 atoms, in Å:
H 1.21005 -1.01361 -2.20982
N 1.80420 -0.59305 -1.55488
P 1.12862 0.14814 -0.38551
S 2.92221 1.04357 0.30438
H 2.16154 1.33015 1.37092
S -3.23260 -0.83255 0.97416
H -2.03237 -0.28075 0.86648
H -3.96165 0.19810 0.63428

Force components x, y, z for each atom (eV/Å):
-1.14 -1.04 -1.07
0.61 0.29 -0.01
1.19 0.36 0.03
-1.20 -0.10 0.61
0.53 0.48 0.45
0.03 -1.38 0.41
0.14 0.49 -0.14
-0.15 0.90 -0.28

Here is what Löwdin gives for the atomic charges, in e: number 1, H, carries -0.07; number 2, N, carries -0.42; number 3, P, carries 0.46; number 4, S, carries 0.31; number 5, H, carries -0.25; number 6, S, carries 0.49; number 7, H, carries -0.28; number 8, H, carries -0.25